[1]
206
Properties=species:S:1:pos:R:3:lowdin_charge:R:1 method="wB97M-V/def2-TZVPD" lumo_energy_ev=-0.23 gap_ev=8.2
C 3.644 -4.193 0.131 -1.503
Br 4.597 -4.282 1.906 0.497
Br 4.665 -5.194 -1.190 0.557
Br 3.304 -2.364 -0.478 0.608
H 2.679 -4.634 0.263 -0.087
C 4.375 3.872 -4.615 -1.538
Br 4.073 4.641 -6.399 0.569
Br 5.930 2.782 -4.556 0.600
Br 2.761 2.784 -4.068 0.524
H 4.508 4.699 -3.907 -0.024
C 0.904 4.798 0.736 -1.567
Br 1.779 4.628 -0.972 0.622
Br -0.946 4.092 0.639 0.584
Br 0.891 6.613 1.333 0.605
H 1.413 4.145 1.472 -0.044
O -5.770 0.657 -6.138 -0.296
P -5.151 -0.389 -5.273 0.491
N -5.728 -1.934 -5.596 -0.332
C -5.627 -3.081 -4.766 -0.157
C -6.600 -2.161 -6.757 -0.087
N -5.371 -0.215 -3.632 -0.297
C -4.567 0.531 -2.638 -0.073
C -6.717 -0.563 -3.175 -0.113
N -3.539 -0.357 -5.519 -0.292
C -2.670 -1.300 -4.834 -0.133
C -2.993 0.089 -6.839 -0.082
H -5.081 -2.807 -3.856 0.069
H -5.101 -3.858 -5.331 0.078
H -6.664 -3.520 -4.540 0.107
H -7.612 -2.426 -6.503 0.072
H -6.174 -3.103 -7.170 0.089
H -6.510 -1.294 -7.363 0.059
H -3.542 0.675 -2.996 0.059
H -4.992 1.523 -2.455 0.082
H -4.601 0.003 -1.685 0.079
H -7.235 -1.246 -3.848 0.069
H -6.608 -1.030 -2.196 0.079
H -7.334 0.342 -3.046 0.091
H -3.058 -1.505 -3.835 0.057
H -2.564 -2.272 -5.336 0.082
H -1.650 -0.945 -4.689 0.076
H -3.602 -0.352 -7.656 0.084
H -1.976 -0.235 -6.937 0.071
H -3.047 1.198 -6.978 0.078
O -0.404 -2.903 5.864 -0.300
P -1.358 -3.895 5.298 0.511
N -2.412 -4.520 6.400 -0.320
C -3.688 -5.137 6.163 -0.120
C -1.954 -4.657 7.794 -0.095
N -0.581 -5.057 4.444 -0.300
C 0.843 -5.177 4.599 -0.109
C -1.195 -5.987 3.572 -0.129
N -2.348 -3.125 4.186 -0.287
C -2.041 -3.043 2.738 -0.081
C -3.526 -2.388 4.584 -0.117
H -3.744 -6.130 6.627 0.089
H -3.806 -5.211 5.104 0.060
H -4.426 -4.479 6.656 0.090
H -1.147 -3.979 8.098 0.081
H -1.673 -5.690 8.001 0.078
H -2.793 -4.441 8.451 0.075
H 1.184 -6.088 5.067 0.076
H 1.452 -5.198 3.692 0.077
H 1.245 -4.359 5.172 0.065
H -0.819 -5.912 2.538 0.081
H -0.932 -7.002 3.851 0.086
H -2.258 -5.866 3.588 0.064
H -1.118 -3.565 2.521 0.075
H -2.890 -3.404 2.141 0.077
H -1.789 -2.005 2.539 0.075
H -4.335 -2.663 3.902 0.088
H -3.337 -1.310 4.743 0.093
H -3.771 -2.602 5.611 0.055
O 0.686 -5.125 -0.463 -0.284
P -0.274 -5.792 -1.354 0.490
N -0.835 -4.838 -2.530 -0.286
C -2.061 -4.986 -3.286 -0.113
C -0.107 -3.619 -2.828 -0.088
N -1.668 -6.341 -0.604 -0.300
C -2.790 -5.513 -0.252 -0.129
C -1.830 -7.658 -0.050 -0.110
N 0.398 -7.129 -2.066 -0.312
C -0.265 -7.927 -3.114 -0.078
C 1.546 -7.738 -1.470 -0.135
H -2.764 -4.161 -3.035 0.080
H -2.613 -5.923 -3.091 0.078
H -1.852 -4.908 -4.351 0.083
H -0.802 -2.775 -2.883 0.064
H 0.243 -3.716 -3.864 0.095
H 0.686 -3.340 -2.149 0.051
H -2.734 -4.458 -0.523 0.069
H -3.763 -5.868 -0.634 0.090
H -2.900 -5.548 0.855 0.071
H -1.994 -7.510 1.041 0.074
H -2.759 -8.162 -0.399 0.093
H -0.965 -8.331 -0.223 0.082
H -1.288 -7.564 -3.288 0.066
H 0.374 -7.852 -3.982 0.079
H -0.276 -8.999 -2.846 0.088
H 1.269 -8.593 -0.824 0.082
H 2.098 -7.066 -0.837 0.041
H 2.212 -8.097 -2.260 0.088
O 3.696 3.326 1.718 -0.260
P 5.020 3.282 1.117 0.481
N 6.316 3.227 2.188 -0.305
C 7.722 3.083 1.796 -0.105
C 6.059 3.734 3.515 -0.116
N 5.232 4.522 0.087 -0.311
C 6.343 4.512 -0.854 -0.111
C 4.861 5.840 0.481 -0.139
N 5.329 1.912 0.236 -0.289
C 4.571 1.650 -0.967 -0.137
C 5.919 0.659 0.728 -0.087
H 7.771 2.614 0.825 0.059
H 8.308 2.548 2.532 0.084
H 8.143 4.102 1.603 0.087
H 7.001 3.811 4.078 0.086
H 5.425 3.002 4.048 0.082
H 5.565 4.696 3.544 0.071
H 6.560 3.476 -1.141 0.064
H 6.053 5.101 -1.731 0.079
H 7.324 4.873 -0.402 0.096
H 4.030 5.844 1.155 0.045
H 5.679 6.338 0.994 0.087
H 4.585 6.433 -0.393 0.082
H 5.122 1.025 -1.670 0.082
H 3.595 1.172 -0.817 0.080
H 4.467 2.601 -1.488 0.026
H 5.160 -0.115 0.658 0.043
H 6.183 0.771 1.763 0.073
H 6.785 0.328 0.165 0.086
O -0.148 4.076 -6.867 -0.269
P -1.038 4.847 -6.027 0.472
N -0.318 6.187 -5.383 -0.312
C -0.035 7.356 -6.230 -0.091
C 0.685 6.041 -4.350 -0.138
N -1.492 3.962 -4.662 -0.260
C -2.251 4.529 -3.558 -0.124
C -1.548 2.480 -4.643 -0.084
N -2.295 5.563 -6.836 -0.321
C -2.481 5.264 -8.263 -0.098
C -3.128 6.642 -6.350 -0.132
H 0.898 7.281 -6.762 0.076
H -0.029 8.219 -5.546 0.091
H -0.777 7.451 -7.027 0.070
H 0.263 5.668 -3.404 0.036
H 1.157 7.009 -4.131 0.085
H 1.474 5.344 -4.743 0.035
H -3.350 4.408 -3.691 0.093
H -2.015 4.089 -2.596 0.055
H -2.069 5.591 -3.494 0.061
H -2.372 2.091 -5.229 0.055
H -0.656 1.973 -4.970 0.072
H -1.710 2.173 -3.636 0.046
H -3.297 4.526 -8.343 0.084
H -2.723 6.191 -8.797 0.077
H -1.537 4.824 -8.662 0.079
H -2.823 6.946 -5.352 0.070
H -4.166 6.280 -6.291 0.085
H -3.195 7.523 -7.008 0.082
C 1.671 -1.244 3.897 -0.103
O 1.020 -0.451 2.937 -0.177
C 1.901 0.395 2.226 -0.211
C 1.221 1.163 1.155 -0.197
O 1.008 0.326 0.029 -0.163
C 0.280 0.884 -0.984 -0.255
C -0.187 -0.166 -1.949 -0.207
O -1.332 -0.832 -1.564 -0.203
C -1.282 -1.444 -0.324 -0.112
H 2.304 -2.006 3.412 0.077
H 0.914 -1.750 4.511 0.060
H 2.327 -0.631 4.555 0.088
H 2.643 -0.232 1.714 0.102
H 2.444 1.051 2.878 0.091
H 1.754 2.038 0.876 0.070
H 0.231 1.540 1.518 0.109
H 0.865 1.641 -1.541 0.097
H -0.564 1.490 -0.572 0.098
H 0.625 -0.865 -2.128 0.119
H -0.545 0.412 -2.816 0.112
H -0.455 -2.136 -0.155 0.095
H -2.199 -2.057 -0.307 0.089
H -1.291 -0.707 0.479 0.089
C 2.714 4.536 12.034 -0.161
O 2.116 4.493 10.800 -0.203
C 1.909 3.133 10.415 -0.177
C 1.313 3.145 8.973 -0.163
O 1.134 1.783 8.587 -0.140
C 0.245 1.587 7.529 -0.195
C 0.977 1.635 6.186 -0.181
O 1.196 3.013 5.842 -0.184
C 1.607 3.105 4.529 -0.135
H 3.719 4.034 11.937 0.098
H 2.055 4.071 12.823 0.102
H 2.882 5.610 12.230 0.092
H 1.203 2.588 11.065 0.132
H 2.888 2.677 10.399 0.115
H 1.989 3.600 8.245 0.121
H 0.381 3.718 8.928 0.127
H -0.621 2.238 7.529 0.128
H -0.031 0.528 7.615 0.130
H 0.333 1.114 5.454 0.126
H 1.920 1.100 6.231 0.121
H 1.667 4.167 4.277 0.090
H 0.769 2.677 3.928 0.099
H 2.594 2.648 4.337 0.082

---

[2]
19
Properties=species:S:1:pos:R:3:lowdin_charge:R:1 method="wB97M-V/def2-TZVPD" lumo_energy_ev=1.21 gap_ev=10.7 smiles=CC[C@H]1C[C@H]2C[C@@H]12 relative_energy_kcal_mol=34.9
C -2.061 0.053 0.648 -0.121
C -0.948 1.099 0.525 -0.214
C 0.503 0.569 0.584 -0.257
C 0.778 -0.965 0.733 -0.110
C 1.520 -0.952 -0.598 -0.214
C 0.673 -0.384 -1.698 -0.086
C 1.316 0.546 -0.719 -0.201
H -3.040 0.543 0.687 0.069
H -1.952 -0.541 1.562 0.072
H -2.078 -0.647 -0.196 0.063
H -1.083 1.652 -0.414 0.109
H -1.094 1.831 1.328 0.099
H 1.053 1.112 1.360 0.131
H -0.085 -1.634 0.811 0.095
H 1.448 -1.164 1.575 0.108
H 2.407 -1.538 -0.822 0.127
H 1.124 -0.412 -2.686 0.104
H -0.409 -0.508 -1.702 0.095
H 2.037 1.300 -1.023 0.130